ORCA calculation (ωB97M-V/def2-TZVPD) on a cluster of 6 separate species, C45H100BrN5 in total at a distorted geometry.

Cartesian coordinates (Å):
C (1.790, 1.309, 6.046)
C (2.290, 0.252, 5.031)
C (1.126, -0.579, 4.489)
C (0.353, -1.314, 5.590)
N (-0.457, -2.478, 5.050)
C (0.364, -3.637, 4.493)
C (0.784, -4.391, 5.771)
C (-0.459, -4.303, 6.643)
C (-1.291, -3.131, 6.125)
C (-1.403, -1.952, 4.005)
H (2.473, 2.154, 6.088)
H (1.782, 0.810, 7.019)
H (0.781, 1.707, 5.934)
H (3.090, -0.358, 5.448)
H (2.747, 0.785, 4.194)
H (1.486, -1.310, 3.754)
H (0.554, 0.107, 3.858)
H (-0.367, -0.612, 6.002)
H (1.015, -1.765, 6.324)
H (-0.187, -4.313, 3.842)
H (1.235, -3.261, 3.963)
H (1.136, -5.406, 5.611)
H (1.633, -3.822, 6.154)
H (-1.089, -5.191, 6.572)
H (-0.180, -4.245, 7.694)
H (-2.266, -3.432, 5.752)
H (-1.514, -2.424, 6.926)
H (-0.758, -1.587, 3.208)
H (-2.035, -1.195, 4.463)
H (-2.024, -2.785, 3.690)
C (-2.495, 8.355, -1.917)
C (-2.942, 7.302, -0.891)
C (-3.918, 6.279, -1.385)
C (-4.262, 5.195, -0.365)
N (-5.146, 4.064, -0.859)
C (-6.371, 4.599, -1.563)
C (-7.381, 3.483, -1.410)
C (-7.201, 3.011, 0.016)
C (-5.712, 3.239, 0.301)
C (-4.280, 3.166, -1.703)
H (-2.316, 7.876, -2.885)
H (-1.636, 8.935, -1.596)
H (-3.286, 9.066, -2.165)
H (-3.376, 7.890, -0.074)
H (-2.065, 6.821, -0.448)
H (-3.522, 5.805, -2.295)
H (-4.861, 6.677, -1.770)
H (-4.789, 5.629, 0.488)
H (-3.411, 4.680, 0.086)
H (-6.122, 4.763, -2.612)
H (-6.686, 5.568, -1.179)
H (-7.128, 2.757, -2.191)
H (-8.401, 3.713, -1.719)
H (-7.543, 1.993, 0.197)
H (-7.723, 3.598, 0.773)
H (-5.163, 2.309, 0.429)
H (-5.594, 3.870, 1.179)
H (-4.873, 2.339, -2.082)
H (-3.471, 2.782, -1.086)
H (-3.832, 3.776, -2.482)
C (-0.132, 5.250, -2.376)
C (1.043, 4.567, -3.085)
C (1.315, 3.091, -2.697)
C (1.680, 2.956, -1.225)
N (2.264, 1.580, -0.892)
C (2.229, 1.403, 0.627)
C (3.657, 1.229, 1.133)
C (4.489, 1.911, 0.051)
C (3.774, 1.619, -1.247)
C (1.598, 0.464, -1.637)
H (-1.130, 4.901, -2.658)
H (-0.110, 6.317, -2.581)
H (-0.022, 5.019, -1.313)
H (1.927, 5.178, -2.875)
H (1.009, 4.640, -4.174)
H (2.108, 2.802, -3.385)
H (0.388, 2.577, -2.953)
H (0.784, 2.953, -0.600)
H (2.320, 3.730, -0.807)
H (1.560, 0.618, 0.991)
H (1.805, 2.258, 1.162)
H (3.862, 0.156, 1.203)
H (3.843, 1.604, 2.136)
H (5.535, 1.611, -0.017)
H (4.543, 2.983, 0.249)
H (3.954, 0.618, -1.631)
H (3.975, 2.388, -1.987)
H (2.078, -0.429, -1.241)
H (1.876, 0.554, -2.684)
H (0.532, 0.532, -1.449)
C (-1.770, -0.751, -4.025)
C (-2.515, 0.180, -3.035)
C (-2.549, -0.483, -1.636)
C (-3.225, -1.862, -1.660)
N (-3.715, -2.270, -0.269)
C (-4.471, -3.589, -0.333)
C (-5.893, -3.286, 0.126)
C (-5.712, -2.089, 1.052)
C (-4.628, -1.259, 0.420)
C (-2.481, -2.491, 0.602)
H (-1.840, -0.409, -5.055)
H (-2.215, -1.742, -3.923)
H (-0.699, -0.820, -3.821)
H (-3.489, 0.373, -3.481)
H (-1.851, 1.048, -3.015)
H (-3.116, 0.175, -0.973)
H (-1.530, -0.491, -1.250)
H (-2.508, -2.647, -1.881)
H (-4.108, -1.861, -2.295)
H (-3.936, -4.347, 0.240)
H (-4.398, -4.020, -1.333)
H (-6.353, -4.108, 0.666)
H (-6.472, -3.017, -0.756)
H (-5.436, -2.360, 2.074)
H (-6.666, -1.571, 1.162)
H (-4.099, -0.599, 1.102)
H (-5.033, -0.663, -0.402)
H (-2.783, -2.931, 1.549)
H (-1.899, -1.585, 0.705)
H (-1.923, -3.287, 0.112)
C (6.630, -5.746, -5.723)
C (6.309, -4.413, -5.048)
C (6.009, -4.578, -3.557)
C (5.517, -3.292, -2.904)
N (5.448, -3.409, -1.385)
C (5.245, -2.002, -0.765)
C (6.219, -1.848, 0.394)
C (6.758, -3.245, 0.628)
C (6.794, -3.788, -0.776)
C (4.372, -4.376, -0.929)
H (6.716, -5.538, -6.790)
H (5.822, -6.482, -5.659)
H (7.517, -6.258, -5.354)
H (5.525, -3.917, -5.620)
H (7.230, -3.836, -5.169)
H (6.907, -4.954, -3.070)
H (5.220, -5.327, -3.452)
H (4.491, -3.016, -3.156)
H (6.130, -2.421, -3.136)
H (4.193, -1.940, -0.474)
H (5.299, -1.200, -1.501)
H (5.736, -1.443, 1.285)
H (7.033, -1.147, 0.206)
H (6.181, -3.825, 1.350)
H (7.741, -3.224, 1.100)
H (6.973, -4.855, -0.876)
H (7.550, -3.256, -1.353)
H (3.390, -4.024, -1.219)
H (4.490, -4.409, 0.151)
H (4.665, -5.353, -1.301)
Br (1.345, -2.372, 0.865)

Values from the calculation:
LUMO level: -8.21 eV
frontier orbital gap: 0.2957 Eh
charge: +4
E: -4621.10988 Ha
HOMO energy: -0.5973 Eh
2S+1: 1

ORCA calculation (ωB97M-V/def2-TZVPD) on an isolated molecule of C6H10O at a distorted geometry.

Cartesian coordinates (Å):
C (0.037, 0.142, -2.225)
C (0.858, -0.019, -0.649)
O (0.339, 1.433, -0.686)
C (-0.349, 1.190, 0.514)
C (-1.350, 0.082, 0.464)
C (0.105, -0.245, 0.641)
C (0.640, -1.029, 1.785)
H (-0.094, -0.907, -2.347)
H (-0.934, 0.647, -2.382)
H (0.733, 0.500, -2.975)
H (1.946, 0.064, -0.475)
H (-0.419, 2.033, 1.191)
H (-1.964, -0.030, 1.354)
H (-1.877, -0.142, -0.455)
H (0.607, -2.101, 1.562)
H (1.678, -0.748, 1.993)
H (0.044, -0.869, 2.689)

Values from the calculation:
LUMO level: 1.04 eV
frontier orbital gap: 0.3427 Eh
E: -309.66853 Ha
HOMO energy: -0.3045 Eh
2S+1: 1

ORCA calculation (ωB97M-V/def2-TZVPD) on a structure of composition C3H5Li2O3 at a distorted geometry.

Cartesian coordinates (Å):
H (-0.613, -0.227, -1.130)
O (-0.825, 0.733, -0.412)
C (-1.547, -0.115, 0.517)
C (-1.291, -1.455, -0.174)
C (4.013, 0.487, 0.202)
O (2.889, 0.741, 0.386)
O (5.143, 0.316, 0.062)
Li (-1.891, 2.202, -1.266)
Li (0.967, 1.174, 0.486)
H (-2.615, 0.132, 0.487)
H (-1.051, -0.079, 1.492)
H (-1.762, -1.592, -1.144)
H (-1.417, -2.317, 0.494)

Values from the calculation:
LUMO level (spin up / spin down): -8.26 / -9.65 eV
frontier orbital gap (spin up / spin down): 0.3666 / 0.3891 Eh
charge: +2
<S²>: 0.753
E: -357.47145 Ha
HOMO energy (spin up / spin down): -0.6700 / -0.7439 Eh
2S+1: 2

ORCA calculation (ωB97M-V/def2-TZVPD) on a structure of composition C17H12F2N5PdS2.

Cartesian coordinates (Å):
Pd (-1.777, 0.532, -0.136)
F (-2.376, -2.911, 3.859)
C (-1.688, -2.171, 3.079)
C (-2.245, -1.824, 1.832)
C (-1.511, -1.016, 1.026)
C (-0.041, -0.664, 1.376)
C (0.265, -0.852, 2.842)
F (1.332, -0.264, 3.298)
C (-0.475, -1.649, 3.629)
C (0.865, -1.548, -0.976)
C (1.779, -2.332, -1.671)
C (1.791, -2.281, -3.063)
C (0.910, -1.429, -3.692)
C (0.051, -0.648, -2.912)
N (0.017, -0.697, -1.590)
H (-3.271, -2.109, 1.633)
H (-0.224, -1.835, 4.667)
H (2.512, -2.958, -1.178)
H (2.484, -2.891, -3.626)
H (0.885, -1.344, -4.770)
H (-0.630, 0.045, -3.391)
N (-3.056, 3.770, -1.591)
C (-1.841, 3.653, -1.072)
N (-1.322, 2.548, -0.563)
C (-0.019, 2.789, -0.091)
C (0.432, 4.060, -0.279)
S (-0.763, 5.026, -1.014)
C (0.669, 1.702, 0.576)
C (2.156, 1.746, 0.699)
S (3.062, 0.452, 0.906)
C (0.806, -1.636, 0.497)
N (-0.119, 0.721, 0.917)
N (1.331, -2.664, 1.091)
H (-3.711, 3.005, -1.569)
H (-3.383, 4.641, -1.980)
H (1.381, 4.490, 0.000)
H (2.600, 2.731, 0.578)
H (1.747, -3.423, 0.562)
H (1.378, -2.765, 2.098)

Values from the calculation:
LUMO level: -11.79 eV
frontier orbital gap: 0.2212 Eh
charge: +3
E: -2051.63492 Ha
HOMO energy: -0.6544 Eh
2S+1: 1